Record 1
Molecular formula: C10H13IN3O3PS2
Method: DFT, wB97M-V/def2-TZVPD

Last column: Löwdin charge in e.
Geometry (Å):
C  2.23  -2.31  1.15  -0.12
C  3.22  -1.85  -0.02  -0.28
N  2.65  -0.88  -1.01  -0.08
C  1.20  -0.75  -0.98  -0.15
C  0.49  0.28  -0.07  -0.16
P  1.30  1.46  1.13  0.33
O  0.93  3.08  0.64  -0.26
O  0.51  1.24  2.66  -0.27
S  3.18  1.20  1.46  0.33
C  -1.12  0.33  -0.19  -0.11
C  -2.04  1.36  0.62  -0.24
O  -2.71  2.27  -0.33  -0.28
C  -3.85  2.85  0.37  -0.14
C  -1.89  -0.66  -1.14  -0.48
I  -4.09  -0.65  -1.29  0.83
C  -1.18  -1.75  -2.04  -0.35
N  -1.72  -2.75  -2.93  -0.24
S  -0.28  -3.51  -3.51  0.92
N  1.07  -2.73  -2.76  -0.22
C  0.39  -1.74  -1.94  -0.22
H  2.85  -3.00  1.85  0.09
H  1.36  -2.96  0.77  0.09
H  1.89  -1.43  1.81  0.04
H  4.22  -1.41  0.36  0.10
H  3.49  -2.81  -0.62  0.11
H  3.15  0.02  -1.05  0.07
H  1.11  3.17  -0.34  0.09
H  0.46  2.13  3.10  0.09
H  -2.87  0.77  1.16  0.11
H  -1.47  2.03  1.34  0.10
H  -4.83  2.27  0.19  0.08
H  -4.03  3.95  0.10  0.10
H  -3.62  2.79  1.50  0.09

Summary:
Strongest force on any atom = 6.00 eV/A
Calculated total energy = -60248.295 eV
2S+1 = 1
Gap between HOMO and LUMO = 0.2492 hartree

***

Record 2
Molecular formula: C5H13N2
Method: DFT, wB97M-V/def2-TZVPD

Last column: Löwdin charge in e.
Geometry (Å):
C  0.22  -0.21  -2.70  -0.02
N  -0.67  -0.08  -1.46  -0.02
C  -0.37  -1.22  -0.45  -0.08
C  -0.79  -1.16  0.87  -0.06
C  -0.67  0.04  1.88  -0.11
C  0.87  0.77  1.75  -0.24
N  1.01  1.48  0.51  -0.03
H  0.44  0.81  -3.02  0.09
H  -0.26  -0.78  -3.56  0.12
H  1.19  -0.77  -2.34  0.13
H  -1.66  -0.28  -1.65  0.17
H  -0.58  0.82  -0.85  0.16
H  -0.07  -2.20  -1.02  0.16
H  -0.82  -2.18  1.31  0.12
H  -1.36  0.88  1.91  0.09
H  -0.54  -0.47  2.92  0.13
H  1.63  -0.06  1.74  0.12
H  1.19  1.27  2.63  0.10
H  1.08  2.47  0.61  0.07
H  1.85  1.28  -0.13  0.13

Summary:
Net charge = +1
Strongest force on any atom = 3.62 eV/A
Calculated total energy = -8367.024 eV
2S+1 = 1
Gap between HOMO and LUMO = 0.3683 hartree
ΔE to the lowest compared entry with this formula, charge and spin = 3.7866 eV

***

Record 3
Molecular formula: C46H114N4O19
Method: DFT, wB97M-V/def2-TZVPD

Last column: Löwdin charge in e.
Geometry (Å):
C  -1.16  -5.82  -1.18  -0.11
O  -0.17  -5.72  -0.15  -0.18
C  0.98  -4.95  -0.43  -0.20
C  1.94  -4.94  0.79  -0.38
C  1.30  -4.30  2.03  -0.05
N  3.07  -4.09  0.34  0.03
H  -2.11  -6.25  -0.88  0.07
H  -0.81  -6.36  -2.06  0.09
H  -1.48  -4.84  -1.53  0.09
H  1.49  -5.43  -1.26  0.12
H  0.77  -3.93  -0.74  0.12
H  2.12  -5.98  1.08  0.13
H  1.07  -3.25  1.86  0.06
H  1.97  -4.47  2.88  0.07
H  0.49  -4.89  2.46  0.08
H  3.48  -4.40  -0.53  0.09
H  3.79  -4.05  1.04  0.08
C  8.03  -0.93  0.43  -0.08
O  6.69  -0.42  0.77  -0.20
C  5.71  -1.21  0.15  -0.21
C  4.29  -0.62  0.56  -0.41
C  4.07  -0.78  2.03  -0.07
N  3.22  -1.29  -0.15  0.04
H  8.15  -1.94  0.82  0.08
H  8.73  -0.32  1.00  0.08
H  8.25  -0.99  -0.64  0.08
H  5.84  -1.16  -0.93  0.12
H  5.82  -2.23  0.49  0.11
H  4.17  0.42  0.27  0.13
H  3.99  -1.84  2.29  0.08
H  3.19  -0.22  2.34  0.04
H  4.84  -0.29  2.64  0.08
H  3.12  -2.26  0.09  0.00
H  2.42  -0.81  0.25  0.01
C  2.75  5.84  5.16  -0.12
O  1.64  4.98  5.25  -0.20
C  1.93  3.71  4.66  -0.17
C  1.46  3.60  3.16  -0.39
C  -0.02  3.50  2.97  -0.07
N  1.91  2.32  2.62  0.05
H  3.64  5.30  5.49  0.08
H  2.54  6.73  5.75  0.09
H  2.83  6.13  4.12  0.08
H  3.01  3.53  4.70  0.10
H  1.51  2.94  5.31  0.12
H  1.96  4.40  2.61  0.13
H  -0.56  2.61  3.30  0.08
H  -0.29  3.72  1.94  0.06
H  -0.46  4.30  3.56  0.08
H  1.35  2.03  1.83  0.03
H  2.86  2.22  2.27  0.07
C  0.69  6.43  -4.92  -0.14
O  2.01  6.73  -4.59  -0.18
C  2.82  7.27  -5.71  -0.17
C  3.68  6.22  -6.27  -0.48
C  4.83  5.67  -5.28  -0.03
N  4.27  6.60  -7.50  0.04
H  0.25  6.00  -4.02  0.08
H  0.54  5.80  -5.79  0.08
H  0.09  7.32  -5.11  0.08
H  2.28  7.77  -6.52  0.13
H  3.49  8.05  -5.33  0.12
H  2.96  5.43  -6.47  0.12
H  5.42  6.54  -5.00  0.07
H  5.53  4.98  -5.74  0.07
H  4.36  5.36  -4.35  0.06
H  4.93  7.35  -7.35  0.08
H  4.88  5.81  -7.66  0.06
C  -1.89  4.15  -7.96  -0.09
O  -0.66  3.37  -7.90  -0.20
C  -0.56  2.58  -6.67  -0.17
C  0.42  1.40  -6.88  -0.18
O  1.77  1.83  -6.75  -0.15
C  2.28  2.44  -7.98  -0.17
C  3.78  2.58  -7.88  -0.19
O  4.49  1.34  -8.03  -0.20
C  4.43  0.38  -6.97  -0.09
H  -1.90  4.98  -7.25  0.08
H  -2.76  3.49  -7.89  0.08
H  -1.98  4.68  -8.91  0.08
H  -1.49  2.21  -6.22  0.12
H  -0.11  3.16  -5.87  0.11
H  0.27  0.82  -7.79  0.13
H  0.17  0.74  -6.05  0.12
H  2.00  3.46  -8.23  0.12
H  2.00  1.79  -8.81  0.13
H  4.05  3.00  -6.91  0.11
H  4.14  3.16  -8.73  0.13
H  3.69  -0.39  -7.17  0.08
H  4.12  0.86  -6.04  0.08
H  5.37  -0.17  -6.88  0.08
C  -3.88  -1.53  2.21  -0.11
O  -4.09  -2.66  1.39  -0.17
C  -3.28  -3.81  1.76  -0.17
C  -3.63  -5.08  1.10  -0.21
O  -4.74  -5.60  1.79  -0.11
C  -6.00  -5.19  1.26  -0.19
C  -7.26  -5.85  1.79  -0.18
O  -7.48  -5.49  3.17  -0.17
C  -8.46  -6.19  3.86  -0.14
H  -4.07  -1.74  3.26  0.08
H  -4.51  -0.70  1.90  0.09
H  -2.86  -1.15  2.31  0.06
H  -3.35  -3.97  2.84  0.13
H  -2.23  -3.58  1.55  0.12
H  -2.91  -5.89  1.13  0.12
H  -3.77  -4.95  0.02  0.12
H  -5.96  -5.26  0.17  0.12
H  -6.24  -4.13  1.38  0.12
H  -7.20  -6.94  1.67  0.12
H  -8.10  -5.53  1.17  0.12
H  -8.90  -5.45  4.53  0.08
H  -8.06  -7.00  4.47  0.09
H  -9.33  -6.52  3.29  0.08
C  0.21  -3.44  5.66  -0.07
O  -1.10  -3.05  5.31  -0.18
C  -1.73  -2.13  6.07  -0.23
C  -2.12  -2.60  7.51  -0.15
O  -0.99  -2.49  8.39  -0.16
C  -1.14  -3.15  9.62  -0.19
C  -0.60  -4.61  9.49  -0.16
O  0.86  -4.59  9.45  -0.19
C  1.44  -5.88  9.38  -0.13
H  1.03  -2.93  5.15  0.08
H  0.28  -4.35  5.07  0.08
H  0.36  -3.57  6.73  0.09
H  -2.63  -1.78  5.57  0.12
H  -1.11  -1.26  6.25  0.13
H  -2.36  -3.66  7.38  0.12
H  -2.95  -2.01  7.90  0.12
H  -2.15  -3.06  10.04  0.12
H  -0.63  -2.65  10.45  0.12
H  -0.95  -5.05  8.56  0.11
H  -0.94  -5.28  10.27  0.12
H  1.48  -6.43  10.32  0.08
H  2.49  -5.79  9.12  0.08
H  1.06  -6.54  8.59  0.08
C  0.66  -0.88  2.71  -0.09
O  1.02  -0.57  1.36  -0.27
C  0.00  -0.24  0.41  -0.13
C  0.39  0.99  -0.47  -0.15
O  0.22  2.23  0.21  -0.20
C  1.11  3.24  -0.40  -0.15
C  0.51  3.99  -1.62  -0.16
O  0.68  3.31  -2.89  -0.21
C  2.08  3.13  -3.28  -0.07
H  1.48  -1.20  3.35  0.08
H  -0.09  -1.68  2.67  0.07
H  0.13  -0.06  3.18  0.08
H  -0.82  -0.05  1.09  0.09
H  -0.31  -1.12  -0.15  0.13
H  -0.23  1.12  -1.35  0.12
H  1.41  0.81  -0.81  0.11
H  2.15  2.91  -0.41  0.13
H  1.10  4.09  0.28  0.10
H  1.05  4.93  -1.63  0.12
H  -0.56  4.11  -1.43  0.13
H  2.51  2.18  -2.95  0.08
H  2.79  3.90  -2.98  0.08
H  2.10  3.09  -4.37  0.07
C  -6.09  -1.84  -4.05  -0.10
O  -4.99  -0.98  -3.82  -0.17
C  -5.11  -0.35  -2.62  -0.26
C  -4.48  1.04  -2.70  -0.21
O  -4.61  1.60  -1.44  -0.13
C  -3.63  2.66  -1.22  -0.16
C  -4.00  3.40  0.07  -0.16
O  -4.17  2.45  1.17  -0.18
C  -2.97  1.83  1.57  -0.12
H  -6.92  -1.17  -4.26  0.09
H  -6.38  -2.49  -3.23  0.09
H  -5.93  -2.31  -5.03  0.09
H  -4.56  -0.94  -1.89  0.13
H  -6.12  -0.33  -2.20  0.13
H  -5.03  1.65  -3.42  0.13
H  -3.50  0.88  -3.15  0.13
H  -3.62  3.36  -2.05  0.13
H  -2.68  2.13  -1.16  0.11
H  -4.96  3.90  -0.05  0.12
H  -3.42  4.26  0.40  0.12
H  -2.84  1.68  2.64  0.10
H  -2.15  2.47  1.25  0.06
H  -2.79  0.96  0.94  0.07

Summary:
Strongest force on any atom = 2.92 eV/A
Calculated total energy = -94398.154 eV
2S+1 = 1
Gap between HOMO and LUMO = 0.3229 hartree
ΔE to the lowest compared entry with this formula, charge and spin = 5.2297 eV

***

Record 4
Molecular formula: C30H30Br2N4OTb
Method: DFT, wB97M-V/def2-TZVPD

Last column: Löwdin charge in e.
Geometry (Å):
Tb  0.04  -1.10  0.49  1.76
C  -2.33  1.55  0.43  -0.08
N  -1.44  0.93  1.41  -0.31
C  -0.47  1.99  1.79  -0.04
C  -2.27  0.53  2.53  -0.22
C  -1.70  -0.63  3.29  -0.14
N  -1.53  -1.81  2.32  -0.35
C  -1.26  -3.07  3.06  -0.06
C  -2.83  -2.00  1.55  -0.09
H  -2.77  2.42  0.95  0.11
H  -3.09  0.86  0.04  0.11
H  -1.82  2.01  -0.40  0.07
H  -0.97  2.80  2.23  0.08
H  0.04  2.29  0.85  0.10
H  0.28  1.55  2.44  0.08
H  -3.33  0.37  2.28  0.13
H  -2.31  1.35  3.27  0.14
H  -2.40  -1.00  4.04  0.13
H  -0.68  -0.49  3.70  0.09
H  -1.98  -3.23  3.87  0.10
H  -0.31  -2.95  3.53  0.07
H  -1.30  -3.88  2.32  0.10
H  -3.76  -1.90  2.14  0.12
H  -2.82  -3.02  1.09  0.08
H  -2.89  -1.34  0.74  0.02
Br  -3.80  -3.36  -1.86  0.93
C  -3.15  -1.71  -2.36  -0.61
C  -3.96  -0.91  -3.16  -0.16
C  -3.51  0.32  -3.55  -0.53
Br  -4.58  1.37  -4.77  0.82
C  -2.23  0.74  -3.09  -0.18
C  -1.65  1.99  -3.41  -0.06
C  -0.50  2.42  -2.87  -0.05
C  0.06  1.64  -1.86  -0.17
N  -0.42  0.45  -1.52  -0.01
C  -1.54  -0.02  -2.16  -0.20
C  -1.91  -1.36  -1.87  -0.39
O  -1.24  -2.07  -1.00  -0.27
H  -4.90  -1.29  -3.37  0.08
H  -2.01  2.57  -4.24  0.09
H  -0.04  3.29  -3.20  0.10
H  1.01  1.91  -1.48  0.10
C  2.47  0.16  4.51  -0.05
C  3.35  1.08  3.93  -0.07
C  3.53  1.09  2.57  -0.05
C  2.73  0.36  1.73  -0.25
C  1.75  -0.54  2.23  -0.21
C  1.63  -0.59  3.63  -0.16
C  2.98  0.36  0.30  -0.22
C  3.91  1.28  -0.25  0.02
C  4.22  1.18  -1.57  0.02
C  3.57  0.29  -2.42  -0.18
C  3.89  0.19  -3.76  -0.02
C  3.24  -0.75  -4.56  -0.04
C  2.24  -1.53  -3.93  -0.06
C  1.88  -1.41  -2.61  -0.02
C  2.54  -0.44  -1.80  -0.25
N  2.27  -0.46  -0.48  0.03
H  2.44  -0.03  5.57  0.10
H  4.09  1.63  4.52  0.11
H  4.24  1.76  2.18  0.09
H  0.96  -1.34  4.08  0.07
H  4.31  2.06  0.38  0.11
H  4.99  1.86  -1.94  0.13
H  4.68  0.84  -4.16  0.13
H  3.37  -0.85  -5.66  0.12
H  1.84  -2.37  -4.53  0.12
H  1.13  -2.03  -2.15  0.09

Summary:
Net charge = +1
Strongest force on any atom = 4.02 eV/A
<S²> = 12.705
Calculated total energy = -202114.816 eV
2S+1 = 7
Gap between HOMO and LUMO (spin up / spin down) = 0.1802 / 0.1967 hartree
ΔE to the lowest compared entry with this formula, charge and spin = 4.9944 eV